C43H40BaF6GeN5O7S2Si as an isolated structure at a distorted geometry. Source: the Open Molecules 2025 dataset; level of theory: wB97M-V/def2-TZVPD.

Computed properties:
**Maximum force**: 0.079 Eh/bohr
**Kohn-Sham gap (spin up / spin down)**: 5.6 / 5.6 eV
**Relative energy (zero: lowest compared OMol25 entry of this formula, charge and spin)**: 49.8 kcal per mole
**Net charge**: -2
**DFT total energy**: -6250.518124 Eh
**2S+1**: 2

Element x y z (Å)
Ba -1.571 0.958 0.368
C 2.044 -1.510 -0.255
C 1.437 -2.013 -1.536
C 2.072 -3.021 -2.255
C 1.455 -3.447 -3.432
C 0.262 -2.896 -3.820
C -0.375 -1.889 -3.021
N 0.290 -1.447 -1.903
N -1.575 -1.400 -3.264
Si -2.586 -1.424 -4.606
C -1.870 -0.449 -6.066
C -4.247 -0.663 -4.151
C -3.019 -3.147 -5.321
H 3.136 -1.538 -0.283
H 1.706 -2.117 0.589
H 1.717 -0.486 -0.063
H 3.009 -3.438 -1.911
H 1.914 -4.221 -4.041
H -0.236 -3.235 -4.721
H -1.566 0.544 -5.727
H -2.588 -0.334 -6.883
H -0.982 -0.953 -6.459
H -4.114 0.384 -3.870
H -4.674 -1.185 -3.290
H -4.959 -0.721 -4.980
H -2.131 -3.681 -5.670
H -3.705 -3.049 -6.168
H -3.502 -3.772 -4.564
F -6.644 2.234 0.216
C -5.826 1.886 -0.778
F -6.512 1.166 -1.660
F -5.364 2.968 -1.344
S -4.589 0.704 -0.037
O -5.500 -0.289 0.468
O -3.606 0.217 -0.980
N -3.949 1.605 1.335
S -3.544 0.505 2.558
O -2.863 -0.668 2.035
O -2.842 1.195 3.609
C -5.121 -0.144 3.346
F -6.174 0.593 3.013
F -5.329 -1.411 3.032
F -4.971 -0.066 4.674
C -3.514 -3.563 -0.227
C -3.770 -4.125 1.017
C -2.863 -3.985 2.058
C -1.671 -3.277 1.864
C -1.452 -2.803 0.587
C -2.316 -2.887 -0.467
C -0.777 -2.869 2.966
C -0.874 -3.447 4.264
C -0.083 -2.976 5.266
C 0.821 -1.921 5.010
C 1.666 -1.363 5.994
C 2.509 -0.335 5.675
C 2.541 0.180 4.362
C 1.738 -0.344 3.387
C 0.859 -1.413 3.689
N 0.069 -1.900 2.702
H -4.248 -3.630 -1.022
H -4.706 -4.641 1.194
H -3.118 -4.374 3.036
H -2.123 -2.428 -1.436
H -1.563 -4.260 4.443
H -0.137 -3.398 6.264
H 1.627 -1.759 7.003
H 3.154 0.097 6.431
H 3.202 1.003 4.125
H 1.738 0.057 2.380
O -1.143 2.079 -2.108
N -2.270 2.622 -2.145
O -2.959 2.643 -3.149
O -2.654 3.145 -1.057
C 0.588 4.337 0.245
Ge 1.361 2.474 0.323
C 2.352 2.568 -1.423
C 3.305 3.557 -1.679
C 3.962 3.637 -2.899
C 3.676 2.718 -3.903
C 2.727 1.733 -3.673
C 2.073 1.663 -2.446
C 2.909 2.868 1.590
C 2.713 3.779 2.604
C 3.704 4.091 3.557
C 4.929 3.485 3.510
C 5.192 2.519 2.509
C 6.439 1.847 2.450
C 6.677 0.887 1.507
C 5.668 0.546 0.583
C 4.459 1.186 0.614
C 4.178 2.202 1.561
H 1.375 5.087 0.370
H -0.196 4.522 0.985
H 0.132 4.457 -0.739
H 3.552 4.275 -0.901
H 4.701 4.414 -3.067
H 4.192 2.769 -4.856
H 2.486 1.010 -4.445
H 1.329 0.885 -2.301
H 1.760 4.294 2.678
H 3.491 4.827 4.325
H 5.704 3.722 4.231
H 7.200 2.105 3.180
H 7.634 0.379 1.474
H 5.846 -0.226 -0.155
H 3.694 0.913 -0.101